[1]
{"formula": "C20H60O24S", "method": "wB97M-V/def2-TZVPD", "species": ["S", "O", "O", "O", "O", "C", "C", "O", "O", "H", "H", "H", "H", "H", "H", "C", "C", "O", "O", "H", "H", "H", "H", "H", "H", "C", "C", "O", "O", "H", "H", "H", "H", "H", "H", "C", "C", "O", "O", "H", "H", "H", "H", "H", "H", "C", "C", "O", "O", "H", "H", "H", "H", "H", "H", "C", "C", "O", "O", "H", "H", "H", "H", "H", "H", "C", "C", "O", "O", "H", "H", "H", "H", "H", "H", "C", "C", "O", "O", "H", "H", "H", "H", "H", "H", "C", "C", "O", "O", "H", "H", "H", "H", "H", "H", "C", "C", "O", "O", "H", "H", "H", "H", "H", "H"], "coordinates": [[0.21, -0.24, -0.16], [1.58, 0.44, 0.04], [0.33, -1.62, -0.50], [-0.70, -0.14, 0.93], [-0.42, 0.48, -1.24], [0.91, 4.18, -3.65], [0.90, 3.07, -2.59], [0.63, 1.83, -3.18], [1.21, 5.41, -2.99], [-0.13, 4.51, -4.08], [1.62, 3.97, -4.25], [0.17, 3.22, -1.79], [1.71, 3.09, -1.97], [0.31, 1.28, -2.23], [0.41, 5.67, -2.45], [-1.92, -4.13, 0.47], [-2.14, -4.07, -1.02], [-0.91, -3.81, -1.66], [-3.18, -4.03, 1.13], [-1.38, -3.22, 1.03], [-1.52, -5.07, 0.72], [-2.66, -3.12, -1.20], [-2.76, -4.74, -1.43], [-0.76, -2.92, -1.50], [-3.36, -3.13, 1.24], [1.71, 2.35, 2.38], [1.31, 3.44, 3.39], [1.39, 3.01, 4.63], [1.74, 2.91, 1.05], [1.06, 1.76, 2.61], [2.64, 2.25, 2.61], [0.58, 3.94, 3.36], [1.73, 4.27, 3.27], [2.24, 2.50, 4.80], [1.57, 2.07, 0.51], [-5.53, -0.83, 0.90], [-4.12, -0.35, 0.63], [-3.13, -1.25, 1.02], [-6.48, 0.05, 0.41], [-5.67, -1.18, 1.89], [-5.51, -1.77, 0.39], [-3.70, 0.65, 1.12], [-3.99, -0.30, -0.41], [-2.26, -0.79, 0.69], [-6.35, 0.90, 0.92], [1.65, -1.93, -3.57], [2.52, -0.72, -3.57], [2.11, 0.00, -4.71], [1.98, -2.69, -2.41], [1.74, -2.68, -4.37], [0.62, -1.64, -3.68], [3.59, -1.05, -3.63], [2.47, 0.03, -2.63], [1.52, 0.64, -4.32], [1.46, -2.32, -1.70], [-2.97, 2.10, -3.04], [-4.41, 1.93, -3.36], [-4.69, 3.17, -4.09], [-2.77, 0.85, -2.27], [-2.75, 3.08, -2.36], [-2.13, 1.97, -3.95], [-4.91, 1.58, -2.47], [-4.70, 1.29, -4.03], [-5.18, 2.89, -5.06], [-1.99, 1.04, -1.82], [-2.58, 4.16, 1.41], [-1.97, 2.86, 1.01], [-1.79, 2.11, 2.23], [-2.70, 5.06, 0.27], [-2.18, 4.93, 2.13], [-3.45, 4.05, 1.78], [-0.91, 3.11, 0.46], [-2.73, 2.40, 0.45], [-1.37, 1.45, 1.73], [-1.84, 5.47, 0.24], [1.52, -1.28, 4.70], [0.78, -1.44, 3.34], [-0.34, -0.77, 3.40], [2.86, -1.80, 4.45], [1.00, -2.06, 5.43], [1.57, -0.24, 5.03], [0.71, -2.48, 3.18], [1.37, -1.10, 2.49], [-0.62, -0.41, 2.56], [3.30, -1.05, 4.11], [5.86, -0.04, 0.47], [4.68, -0.40, -0.46], [3.99, 0.82, -0.80], [6.57, -1.16, 0.89], [5.36, 0.58, 1.22], [6.50, 0.79, -0.21], [3.90, -0.96, 0.02], [5.00, -0.84, -1.57], [3.15, 0.63, -0.53], [6.02, -1.98, 0.87], [1.72, -5.14, 1.96], [1.88, -4.57, 0.53], [2.38, -3.33, 0.66], [1.22, -6.47, 2.14], [1.05, -4.39, 2.41], [2.53, -5.13, 2.58], [0.78, -4.33, 0.20], [2.42, -5.28, -0.12], [1.83, -2.62, 0.24], [1.98, -7.23, 2.30]], "lowdin_charge": [0.347, -0.339, -0.302, -0.323, -0.305, -0.193, -0.269, -0.163, -0.120, 0.155, 0.050, 0.103, 0.092, 0.108, 0.103, -0.220, -0.222, -0.049, -0.089, 0.165, 0.096, 0.121, 0.081, 0.000, -0.006, -0.137, -0.299, -0.005, -0.073, 0.020, 0.076, 0.029, 0.067, 0.133, 0.040, -0.281, -0.246, -0.120, -0.060, 0.109, 0.114, 0.150, 0.086, 0.100, 0.123, -0.256, -0.262, -0.092, -0.084, 0.125, 0.112, 0.116, 0.152, 0.023, 0.004, -0.192, -0.258, -0.159, -0.112, 0.160, 0.173, 0.117, 0.053, 0.173, -0.027, -0.223, -0.214, -0.040, -0.088, 0.146, 0.043, 0.171, 0.091, -0.011, 0.056, -0.180, -0.340, -0.032, -0.091, 0.155, 0.102, 0.085, 0.116, 0.022, 0.043, -0.295, -0.235, -0.094, -0.082, 0.101, 0.169, 0.100, 0.163, -0.067, 0.108, -0.248, -0.281, -0.077, -0.141, 0.099, 0.079, 0.131, 0.123, 0.063, 0.158], "homo_energy_ev": -4.4, "energy_ev": -81674.3818, "mol_weight_g_mol": 716.7, "e_above_lowest_ev": 4.1275, "lumo_energy_ev": 3.93, "total_charge": -2, "spin_multiplicity": 1}



[2]
{"formula": "C20H64BO24", "method": "wB97M-V/def2-TZVPD", "species": ["O", "C", "O", "B", "O", "C", "O", "O", "C", "O", "C", "O", "O", "C", "O", "H", "H", "H", "H", "C", "O", "H", "H", "H", "H", "C", "O", "H", "H", "H", "H", "C", "O", "H", "H", "H", "H", "C", "O", "H", "H", "H", "H", "C", "O", "H", "H", "H", "H", "C", "O", "H", "H", "H", "H", "C", "O", "H", "H", "H", "H", "C", "O", "H", "H", "H", "H", "C", "O", "H", "H", "H", "H", "C", "O", "H", "H", "H", "H", "C", "O", "H", "H", "H", "H", "C", "O", "H", "H", "H", "H", "C", "O", "H", "H", "H", "H", "C", "O", "H", "H", "H", "H", "C", "O", "H", "H", "H", "H"], "coordinates": [[-0.20, -3.35, -0.08], [-0.27, -2.14, -0.30], [0.03, -1.19, 0.54], [-0.14, 0.11, -0.11], [-0.79, -0.17, -1.43], [-0.83, -1.49, -1.59], [-1.23, -2.11, -2.56], [1.14, 0.85, -0.27], [1.27, 1.82, 0.61], [2.26, 2.51, 0.82], [-0.11, 1.87, 1.33], [-0.93, 1.06, 0.76], [-0.40, 2.68, 2.23], [-0.73, 2.32, 5.75], [0.19, 2.94, 4.85], [-1.70, 2.82, 5.72], [-0.84, 1.28, 5.46], [-0.42, 2.35, 6.79], [-0.19, 2.78, 3.98], [3.56, 2.41, -1.94], [4.41, 2.34, -3.07], [3.77, 3.31, -1.37], [2.50, 2.32, -2.20], [3.79, 1.52, -1.36], [4.84, 3.17, -3.30], [-3.34, 3.84, 0.91], [-3.29, 4.98, 0.01], [-4.23, 3.23, 0.76], [-2.42, 3.27, 0.84], [-3.47, 4.21, 1.93], [-3.25, 4.67, -0.90], [0.21, 5.20, -0.23], [1.62, 4.99, -0.35], [-0.14, 5.39, 0.79], [-0.16, 5.96, -0.92], [-0.25, 4.28, -0.59], [1.89, 4.19, 0.10], [0.14, -0.96, 3.64], [0.46, -1.07, 5.03], [0.66, -0.13, 3.17], [0.59, -1.82, 3.15], [-0.92, -0.77, 3.49], [1.40, -1.12, 5.21], [-4.89, -1.21, -2.87], [-5.55, -0.81, -1.68], [-3.81, -1.19, -2.77], [-5.18, -2.25, -2.99], [-5.16, -0.75, -3.83], [-6.50, -0.72, -1.79], [-3.23, 2.05, -2.18], [-3.61, 3.38, -2.48], [-2.25, 2.18, -1.73], [-3.93, 1.58, -1.50], [-3.17, 1.53, -3.14], [-2.90, 3.71, -3.05], [0.52, 1.76, -4.57], [-0.63, 2.19, -5.31], [0.30, 0.93, -3.90], [1.34, 1.42, -5.20], [0.88, 2.55, -3.91], [-0.78, 1.51, -5.97], [0.08, -2.52, -5.54], [0.19, -2.14, -6.91], [-0.91, -2.91, -5.31], [0.70, -3.39, -5.33], [0.32, -1.75, -4.81], [-0.22, -1.28, -7.04], [5.23, 1.23, 1.39], [5.65, 0.17, 2.22], [5.11, 2.15, 1.96], [5.90, 1.49, 0.57], [4.30, 0.86, 0.95], [6.41, -0.21, 1.78], [-4.02, -0.94, 1.44], [-4.27, -1.93, 0.52], [-4.95, -0.66, 1.94], [-3.25, -1.26, 2.14], [-3.56, -0.07, 0.98], [-4.87, -1.55, -0.13], [2.91, -2.10, 1.35], [3.69, -3.02, 0.61], [3.32, -2.08, 2.36], [2.80, -1.17, 0.80], [1.91, -2.54, 1.42], [3.22, -3.11, -0.22], [-0.60, -6.85, 0.46], [0.37, -5.86, 0.84], [-1.57, -6.68, 0.93], [-0.65, -6.87, -0.62], [-0.27, -7.87, 0.68], [0.25, -5.07, 0.32], [2.84, -1.73, -2.41], [2.71, -3.06, -2.04], [3.92, -1.60, -2.53], [2.32, -1.45, -3.32], [2.46, -1.05, -1.65], [2.78, -3.68, -2.76], [-2.24, -3.93, 2.23], [-3.60, -3.99, 2.46], [-2.06, -4.48, 1.31], [-1.90, -2.89, 2.17], [-1.71, -4.39, 3.05], [-4.04, -3.49, 1.76], [3.00, 1.45, 4.39], [3.58, 0.17, 4.34], [3.74, 2.25, 4.29], [2.33, 1.62, 3.55], [2.45, 1.67, 5.30], [4.26, 0.28, 3.67]], "lowdin_charge": [0.113, -0.335, 0.223, -0.839, 0.202, -0.348, 0.123, 0.206, -0.335, 0.101, -0.366, 0.219, 0.095, -0.150, -0.135, 0.069, 0.062, 0.073, 0.007, -0.153, -0.124, 0.085, 0.060, 0.063, 0.071, -0.124, -0.139, 0.072, 0.048, 0.079, 0.024, -0.143, -0.131, 0.084, 0.078, 0.060, 0.012, -0.135, -0.116, 0.061, 0.073, 0.085, 0.067, -0.135, -0.128, 0.072, 0.081, 0.081, 0.096, -0.130, -0.131, 0.075, 0.081, 0.082, 0.083, -0.146, -0.117, 0.061, 0.081, 0.072, 0.060, -0.161, -0.119, 0.073, 0.078, 0.052, 0.061, -0.157, -0.118, 0.084, 0.084, 0.060, 0.089, -0.155, -0.120, 0.091, 0.068, 0.075, 0.036, -0.149, -0.114, 0.089, 0.070, 0.060, 0.020, -0.157, -0.135, 0.064, 0.072, 0.067, 0.011, -0.133, -0.114, 0.093, 0.075, 0.073, 0.099, -0.181, -0.115, 0.064, 0.055, 0.096, 0.037, -0.166, -0.114, 0.079, 0.057, 0.074, 0.024], "homo_energy_ev": -7.3, "energy_ev": -71595.4623, "mol_weight_g_mol": 699.5, "lumo_energy_ev": 1.77, "total_charge": -1, "spin_multiplicity": 1}